Formula: C36H44Cl5NO3ReSe
Source: the OMol25 dataset
Level of theory: ωB97M-V/def2-TZVPD

The geometry in ORCA input format:
```
! RIJCOSX wB97M-V def2-TZVPD def2/J DEFGRID3
* xyz 0 4
Re 0.465 0.086 0.118
C -6.456 -3.513 1.657
C -5.167 -4.069 2.278
C -4.759 -5.369 1.569
C -5.438 -4.400 3.749
C -4.050 -3.053 2.108
C -3.607 -2.706 0.839
C -2.578 -1.798 0.663
Se -1.862 -1.705 -1.148
C -2.434 -0.107 -2.072
C -3.342 -0.264 -3.105
C -3.639 0.787 -3.963
C -2.991 2.000 -3.727
C -2.065 2.198 -2.720
C -1.749 1.110 -1.856
O -0.855 1.215 -0.924
C -1.379 3.542 -2.521
C -1.770 4.081 -1.140
C 0.144 3.386 -2.614
C -1.783 4.588 -3.563
C -4.611 0.581 -5.119
C -6.000 0.221 -4.567
C -4.758 1.826 -6.001
C -4.091 -0.569 -5.994
C -1.903 -1.210 1.760
O -0.946 -0.353 1.596
C -2.317 -1.617 3.061
C -3.381 -2.487 3.190
C -1.527 -1.138 4.273
C -2.010 -1.756 5.588
C -0.052 -1.539 4.104
C -1.670 0.385 4.398
H -7.263 -4.238 1.746
H -6.313 -3.284 0.604
H -6.756 -2.600 2.169
H -5.511 -6.136 1.738
H -3.806 -5.723 1.955
H -4.655 -5.222 0.498
H -6.232 -5.140 3.815
H -5.760 -3.521 4.303
H -4.554 -4.818 4.225
H -4.047 -3.144 -0.045
H -3.812 -1.232 -3.216
H -3.205 2.822 -4.384
H -1.496 3.366 -0.372
H -2.845 4.252 -1.090
H -1.259 5.022 -0.950
H 0.528 2.719 -1.846
H 0.621 4.357 -2.495
H 0.422 2.989 -3.587
H -2.845 4.819 -3.506
H -1.536 4.256 -4.568
H -1.230 5.505 -3.364
H -6.384 1.033 -3.954
H -5.958 -0.681 -3.963
H -6.699 0.051 -5.384
H -5.181 2.660 -5.445
H -5.432 1.608 -6.828
H -3.801 2.126 -6.424
H -4.078 -1.507 -5.447
H -3.079 -0.359 -6.334
H -4.730 -0.693 -6.865
H -3.693 -2.760 4.182
H -1.947 -2.841 5.560
H -3.031 -1.459 5.818
H -1.370 -1.404 6.395
H 0.036 -2.622 4.052
H 0.526 -1.184 4.955
H 0.383 -1.130 3.195
H -2.700 0.639 4.647
H -1.423 0.870 3.457
H -1.016 0.761 5.184
Cl 2.838 0.302 1.357
C 3.214 0.698 -0.290
C 2.118 0.490 -1.132
C 2.363 0.656 -2.496
Cl 1.109 0.277 -3.607
C 3.604 1.089 -2.966
Cl 3.848 1.341 -4.642
C 4.651 1.324 -2.073
Cl 6.180 1.828 -2.657
C 4.460 1.120 -0.704
Cl 5.719 1.413 0.424
N 1.423 -2.939 -0.044
C 1.062 -1.850 -0.034
C 0.309 3.498 1.834
O 0.516 2.106 1.749
H 0.637 3.883 2.806
H -0.742 3.763 1.690
H 0.901 3.961 1.046
H 0.079 1.677 2.501
*
```

- relative energy (zero: lowest compared OMol25 entry of this formula, charge and spin) (kcal/mol) = 40.4
- highest occupied orbital energy (spin up / spin down) (eV) = -7.79 / -7.87
- Kohn-Sham gap (spin up / spin down) (eV) = 6.34 / 6.15

Formally, the Mulliken partial charges of the atoms, in units of the elementary charge, are as follows: number 1, Re, carries 2.689; number 2, C, carries -1.673; number 3, C, carries 2.278; number 4, C, carries -1.672; number 5, C, carries -2.164; number 6, C, carries -0.537; number 7, C, carries -0.468; number 8, C, carries -0.037; number 9, Se, carries -0.045; number 10, C, carries 0.091; number 11, C, carries -0.457; number 12, C, carries -0.705; number 13, C, carries -0.375; number 14, C, carries -0.526; number 15, C, carries 0.508; number 16, O, carries -0.931; number 17, C, carries 2.382; number 18, C, carries -1.205; number 19, C, carries -1.538; number 20, C, carries -2.494; number 21, C, carries 2.039; number 22, C, carries -1.675; number 23, C, carries -2.128; number 24, C, carries -1.700; number 25, C, carries 0.726; number 26, O, carries -0.786; number 27, C, carries -0.592; number 28, C, carries -0.472; number 29, C, carries 2.386; number 30, C, carries -2.417; number 31, C, carries -1.422; number 32, C, carries -1.518; number 33, H, carries 0.459; number 34, H, carries 0.326; number 35, H, carries 0.371; number 36, H, carries 0.453; number 37, H, carries 0.376; number 38, H, carries 0.340; number 39, H, carries 0.441; number 40, H, carries 0.386; number 41, H, carries 0.418; number 42, H, carries 0.487; number 43, H, carries 0.495; number 44, H, carries 0.637; number 45, H, carries -0.184; number 46, H, carries 0.363; number 47, H, carries 0.464; number 48, H, carries -0.102; number 49, H, carries 0.555; number 50, H, carries 0.412; number 51, H, carries 0.452; number 52, H, carries 0.472; number 53, H, carries 0.462; number 54, H, carries 0.363; number 55, H, carries 0.333; number 56, H, carries 0.464; number 57, H, carries 0.383; number 58, H, carries 0.444; number 59, H, carries 0.424; number 60, H, carries 0.336; number 61, H, carries 0.356; number 62, H, carries 0.464; number 63, H, carries 0.560; number 64, H, carries 0.455; number 65, H, carries 0.432; number 66, H, carries 0.461; number 67, H, carries 0.357; number 68, H, carries 0.473; number 69, H, carries -0.031; number 70, H, carries 0.360; number 71, H, carries -0.037; number 72, H, carries 0.463; number 73, Cl, carries -0.152; number 74, C, carries 1.434; number 75, C, carries -1.648; number 76, C, carries 0.695; number 77, Cl, carries -0.094; number 78, C, carries 0.068; number 79, Cl, carries -0.183; number 80, C, carries 0.603; number 81, Cl, carries -0.185; number 82, C, carries -0.288; number 83, Cl, carries -0.196; number 84, N, carries -0.744; number 85, C, carries -0.053; number 86, C, carries -0.918; number 87, O, carries -0.190; number 88, H, carries 0.347; number 89, H, carries 0.321; number 90, H, carries 0.297; number 91, H, carries 0.183